# 1
83
Properties=species:S:1:pos:R:3:mulliken_charge:R:1 method="wB97M-V/def2-TZVPD" s2=2.0045 spin_multiplicity=3 homo_energy_ev="-6.2 / -6.3" e_above_lowest_kcal_mol=0.0
P 2.7824 1.6681 -1.7051 1.32
P 3.5585 -1.3949 -0.4705 1.46
C 4.4800 0.7944 -1.8634 -1.64
C 4.1635 -0.6894 -2.0496 -0.90
H 5.0459 1.0327 -0.9487 0.41
H 4.9391 1.2866 -2.7186 0.65
H 3.3224 -0.8362 -2.7582 0.28
H 5.0276 -1.2789 -2.3596 0.66
C 4.9225 -1.1250 0.7264 -1.44
H 4.6973 -1.8596 1.5201 0.38
H 4.9174 -0.0681 1.1197 0.37
H 5.8740 -1.3397 0.2073 0.39
C 3.6935 -3.1374 -0.9044 -1.55
H 4.7733 -3.3070 -1.0953 0.46
H 3.1140 -3.3649 -1.8086 0.35
H 3.3747 -3.8075 -0.1008 0.44
C 2.9605 3.2877 -0.8694 -1.28
H 1.9465 3.7140 -0.8378 0.29
H 3.6117 3.8980 -1.5020 0.39
H 3.3582 3.1695 0.1498 0.51
C 2.9440 2.3484 -3.4914 -1.72
H 3.3937 1.6203 -4.1835 0.35
H 3.6291 3.2072 -3.4156 0.54
H 1.9918 2.6868 -3.9163 0.37
Pd 2.9700 0.5653 0.1885 -0.81
C -0.1645 -1.6834 -4.1811 -0.87
C -0.4451 -1.4584 -2.8807 -0.67
C 0.1801 -0.3244 -2.1106 3.02
C -0.6245 0.9958 -2.1754 0.65
C -0.3237 1.9310 -3.3188 -1.25
C -0.3969 1.6998 -4.6519 -0.76
C 0.2193 0.5296 -5.3279 -0.37
C -0.6546 -0.7390 -5.2469 -0.51
C -2.2005 1.4826 0.7495 -0.98
H 0.3195 -2.6311 -4.4997 0.33
H -1.1128 -2.1104 -2.2763 0.41
H 1.2281 -0.1287 -2.4214 -0.76
H 0.2111 -0.6068 -1.0415 -2.19
H -1.7085 0.7593 -2.0983 0.65
H -0.3265 1.5268 -1.2528 -0.18
H -0.0039 2.9226 -2.9782 0.56
H -0.7662 2.4790 -5.3471 0.32
H 1.2355 0.3288 -4.9466 0.01
H 0.3362 0.7765 -6.3892 0.49
H -1.7155 -0.4827 -5.0801 0.36
H -0.5969 -1.2823 -6.1950 0.34
H -2.8859 2.2986 1.0283 0.48
H -2.5814 1.0433 -0.1788 0.29
H -1.2097 1.9183 0.5745 0.16
C 1.7453 -2.1711 3.1800 -0.59
C 1.2316 -2.1666 1.8734 -0.38
C 0.0880 -1.4286 1.5602 -0.86
C -0.5446 -0.6390 2.5294 0.84
C -0.0618 -0.6859 3.8517 -0.29
C 1.0754 -1.4373 4.1723 -0.76
Si -2.1547 0.2599 2.1429 -0.17
C -3.4002 -1.1154 1.8708 0.47
C -3.8129 -1.4884 0.5844 -0.30
C -4.9029 -2.3563 0.4223 -0.55
C -5.5546 -2.8908 1.5399 -0.52
C -5.0728 -2.6044 2.8217 -0.57
C -3.9828 -1.7386 2.9847 -0.03
C -2.7677 1.2508 3.6104 0.46
C -4.1539 1.3552 3.8111 -0.24
C -4.6648 2.1514 4.8441 -0.71
C -3.7904 2.8715 5.6650 -0.45
C -2.4110 2.8126 5.4361 -0.74
C -1.8980 2.0064 4.4100 -0.26
H 2.6981 -2.6711 3.3858 0.37
H 1.7570 -2.6813 1.0616 0.52
H -0.2870 -1.4431 0.5354 0.33
H -0.5862 -0.1506 4.6457 0.53
H 1.4278 -1.4402 5.2050 0.41
H -3.3088 -1.0734 -0.2924 0.13
H -5.2535 -2.5937 -0.5833 0.41
H -6.4336 -3.5271 1.4139 0.36
H -5.5594 -3.0271 3.7025 0.39
H -3.6130 -1.5183 3.9911 0.39
H -4.8449 0.8039 3.1670 0.37
H -5.7434 2.1970 5.0044 0.38
H -4.1832 3.4757 6.4849 0.37
H -1.7228 3.3862 6.0589 0.38
H -0.8185 1.9625 4.2420 0.50


# 2
43
Properties=species:S:1:pos:R:3:mulliken_charge:R:1 method="wB97M-V/def2-TZVPD" s2=0.7587 spin_multiplicity=2 charge=+2 homo_energy_ev="-15.3 / -15.0" e_above_lowest_kcal_mol=24.1
Tc 0.5073 -0.8057 -1.7112 -0.06
C 0.1015 0.8210 3.5922 -1.27
P -0.4325 0.0313 2.0859 1.03
C -1.5379 -1.3149 2.4482 -1.26
C -1.2558 1.2448 1.0496 -0.76
C -0.2897 2.1321 0.2501 -1.46
P 0.2633 1.5121 -1.3879 0.98
C 1.6936 2.5508 -1.7624 -1.18
C -1.0479 2.0426 -2.5167 -1.29
H -0.7843 1.0804 4.1749 0.44
H 0.6548 1.7351 3.3772 0.44
H 0.7292 0.1446 4.1725 0.45
H -2.3654 -0.9207 3.0422 0.44
H -1.0287 -2.0884 3.0234 0.45
H -1.9416 -1.7216 1.5201 0.35
H -1.8558 1.8517 1.7340 0.71
H -1.9533 0.6951 0.4127 0.33
H 0.6092 2.3854 0.8158 0.51
H -0.7795 3.0870 0.0452 0.78
H 1.4454 3.6045 -1.6176 0.43
H 1.9929 2.4043 -2.8008 0.41
H 2.5316 2.2827 -1.1186 0.34
H -1.1199 3.1312 -2.4811 0.44
H -1.9979 1.5950 -2.2201 0.41
H -0.8291 1.7463 -3.5451 0.43
C 3.1879 -1.1639 -0.4542 -0.57
C 3.2431 -0.0821 0.3934 -0.72
C 2.1633 0.2209 1.2380 -0.45
C 1.0147 -0.5409 1.1925 0.83
C 0.9577 -1.7090 0.3794 -1.10
C 2.0608 -2.0170 -0.4352 -0.75
H 4.0382 -1.4158 -1.0754 0.49
H 4.1369 0.5286 0.4272 0.55
H 2.2401 1.0775 1.8949 0.40
H 0.1636 -2.4334 0.5070 0.70
H 2.0845 -2.9646 -0.9647 0.55
C -2.6560 -3.3239 -2.2637 -0.72
O -1.4074 -2.5558 -2.1751 -0.33
C -1.4008 -1.3919 -1.4822 0.73
O -2.3469 -0.9415 -0.8843 -0.59
H -2.3699 -4.3646 -2.1689 0.28
H -3.0884 -3.1287 -3.2393 0.29
H -3.3309 -3.0206 -1.4718 0.33


# 3
13
Properties=species:S:1:pos:R:3:mulliken_charge:R:1 method="wB97M-V/def2-TZVPD" spin_multiplicity=1 homo_energy_ev=-11.4 e_above_lowest_kcal_mol=199.3
C 2.2650 -0.7602 0.1128 0.20
C 0.1450 0.8452 0.6258 -0.22
C -0.5735 -0.2531 -0.2401 -0.56
N 2.7339 -1.7975 0.0946 -0.33
N 1.4927 0.9516 0.2560 -0.01
N -1.9538 -0.4382 0.2440 0.06
F 1.6674 1.2141 -1.1073 -0.17
F -2.5408 0.7978 -0.1697 -0.21
F -2.6605 -1.4033 -0.4505 -0.16
H 0.2350 0.5125 1.7599 0.26
H -0.2374 1.7491 0.3840 0.33
H -0.3798 -0.0928 -1.3267 0.38
H -0.1932 -1.3254 -0.1827 0.43


# 4
16
Properties=species:S:1:pos:R:3:mulliken_charge:R:1 method="wB97M-V/def2-TZVPD" spin_multiplicity=1 charge=+1 homo_energy_ev=-16.6 e_above_lowest_kcal_mol=34.8
C -0.9917 -1.0480 -0.3641 0.00
C -0.6943 0.7594 -0.9538 0.80
C 1.8195 -1.2505 1.7828 -1.09
C -0.3854 2.0823 -1.4540 -0.93
N -1.6348 0.2410 -0.1876 -0.19
O -0.0427 -0.3624 -1.1861 -0.30
H -0.5213 -1.4712 0.5296 0.13
H -1.5630 -1.8001 -0.9132 0.28
H 1.2693 -0.3155 1.7606 0.20
H 1.1697 -2.0629 2.0876 0.30
H 2.6156 -1.1602 2.5100 0.32
H -1.2662 2.7203 -1.4662 0.36
H 0.0577 2.0000 -2.4477 0.33
H 0.3704 2.5541 -0.8188 0.31
H -2.4482 0.5719 0.3099 0.21
H 2.2457 -1.4580 0.8108 0.28


# 5
13
Properties=species:S:1:pos:R:3:mulliken_charge:R:1 method="wB97M-V/def2-TZVPD" spin_multiplicity=1 homo_energy_ev=-8.3 e_above_lowest_kcal_mol=184.1
C -2.2210 -0.0939 -0.0192 -0.52
C 0.0418 -0.9116 -0.0488 -0.85
C 2.2238 0.9903 0.0025 -0.69
H -3.3441 0.1410 -0.7860 0.23
H -2.1735 -1.3681 0.4636 0.19
H -2.1892 0.5749 0.9894 0.21
H -0.4533 -1.8902 -0.4590 0.41
H 0.4687 -0.8725 0.9973 0.38
H 2.9217 1.3353 -1.0242 0.25
H 0.9403 1.5921 0.3604 0.23
H 3.0832 0.6655 1.2768 0.22
S -0.9817 0.4563 -0.9518 -0.01
S 1.6832 -0.6193 -0.8009 -0.06


# 6
17
Properties=species:S:1:pos:R:3:mulliken_charge:R:1 method="wB97M-V/def2-TZVPD" spin_multiplicity=1 homo_energy_ev=-8.6 e_above_lowest_kcal_mol=27.6
C -2.0641 -0.4727 -0.0814 -1.01
N -0.7424 -0.2985 0.4732 -0.01
C -0.6522 0.8840 1.2936 -1.02
C 0.2480 -0.3007 -0.5817 -0.63
C 1.6714 -0.5063 -0.0684 0.49
N 2.6219 -0.2752 -1.0379 -0.43
O 1.9556 -0.7351 1.0823 -0.57
H -2.1922 -1.4912 -0.4336 0.31
H -2.2702 0.2369 -0.9042 0.37
H -2.8265 -0.2351 0.6549 0.36
H -1.0955 0.6392 2.2603 0.30
H 0.3708 1.2132 1.4435 0.33
H -1.2021 1.7406 0.8707 0.36
H 0.0308 -1.0792 -1.3194 0.37
H 0.1854 0.6431 -1.1512 0.30
H 3.5712 -0.2991 -0.7011 0.26
H 2.3900 0.3360 -1.7996 0.22